ORCA calculation (the ωB97M-V functional and the def2-TZVPD basis) on a molecular structure, C60H52F5N7RuS3Si at a distorted geometry.

Energy relative to the best compared isomer or geometry (same formula, charge and spin) in kcal/mol: 0.0
Maximum force in eV/Å: 1.441
Multiplicity: 2
Frontier orbital gap (alpha / beta) in eV: 5.03 / 5.46
Molecular weight in g/mol: 1191.47
Total charge: -1

```
129
C60H52F5N7RuS3Si the ωB97M-V functional and the def2-TZVPD basis
Ru -0.3637 0.6883 0.8971
S -2.5296 -4.1861 4.2815
C -3.5431 -5.3204 5.0455
C -4.0834 -6.2019 4.1565
C -3.6612 -5.9428 2.8253
C -2.8136 -4.8729 2.7341
C -2.1790 -4.3177 1.5244
C -1.6227 -3.0207 1.5356
N -1.0666 -2.4312 0.5134
C -0.9575 -3.1197 -0.6371
C -1.4704 -4.4209 -0.7710
C -1.3371 -5.1501 -2.0012
C -0.6906 -4.6045 -3.0453
C -0.1408 -3.2802 -2.9522
C 0.5490 -2.7235 -4.0406
C 1.0313 -1.4419 -3.9565
C 0.7938 -0.7526 -2.7480
N 0.1948 -1.2539 -1.6971
C -0.2749 -2.5136 -1.7822
C 1.7632 -0.8014 -5.0679
C 2.0275 -1.3125 -6.3083
C 2.7720 -0.4256 -7.1331
C 3.0583 0.7459 -6.5007
S 2.4313 0.7747 -4.9163
C -2.1011 -5.0070 0.3404
H -3.6925 -5.2742 6.1119
H -4.7551 -7.0005 4.4353
H -3.9976 -6.5080 1.9676
H -1.6515 -2.4453 2.4581
H -1.7597 -6.1460 -2.0615
H -0.5727 -5.1465 -3.9762
H 0.6832 -3.3227 -4.9335
H 1.1051 0.2835 -2.6672
H 1.6961 -2.2887 -6.6317
H 3.0752 -0.6510 -8.1451
H 3.5983 1.5983 -6.8811
H -2.4888 -6.0155 0.2506
F 1.5520 2.8489 1.6358
C 0.2781 2.3555 1.9659
F -0.5510 3.4544 1.6104
C 0.2803 2.5243 3.4955
F -0.9810 2.4289 3.9923
F 0.7490 3.7175 3.8990
F 1.0324 1.5962 4.1114
C 5.7463 -2.9815 1.5722
N 4.7587 -2.2344 2.2978
C 5.1438 -1.3438 3.3787
C 3.8336 -0.6029 3.7068
N 2.9821 -0.9982 2.6072
C 3.5185 -1.9240 1.8104
S 2.7743 -2.5627 0.4467
H 6.1709 -3.7761 2.1915
H 6.5613 -2.3277 1.2379
H 5.2625 -3.4232 0.7030
H 5.9339 -0.6594 3.0440
H 5.5271 -1.9076 4.2320
H 3.9651 0.4791 3.7335
H 3.4097 -0.9157 4.6645
H 2.0788 -0.5591 2.3542
C 0.3019 -1.6748 6.5978
C -0.6789 -0.6968 6.7259
C -1.2738 -0.1548 5.5968
C -0.8955 -0.5488 4.3098
C 0.0844 -1.5406 4.2093
C 0.6736 -2.1068 5.3339
Si -1.5891 0.1844 2.6681
C -3.4066 0.2112 3.2755
C -4.2242 -0.9168 3.1658
C -5.5345 -0.9153 3.6180
C -6.0676 0.2214 4.2110
C -5.2773 1.3538 4.3359
C -3.9694 1.3471 3.8652
H 0.7667 -2.1000 7.4798
H -0.9811 -0.3589 7.7105
H -2.0484 0.5928 5.7243
H 0.3884 -1.8843 3.2248
H 1.4271 -2.8783 5.2177
H 0.9144 -0.1284 1.5513
H -3.8426 -1.8245 2.7114
H -6.1430 -1.8047 3.5010
H -7.0903 0.2247 4.5683
H -5.6784 2.2479 4.7987
H -3.3836 2.2555 3.9495
N 4.8464 3.3029 -3.3866
C 5.3799 4.0816 -4.3916
C 6.6633 4.1938 -4.9179
C 6.8374 5.1082 -5.9384
C 5.7690 5.8850 -6.4186
C 4.5010 5.7682 -5.8860
C 4.3062 4.8530 -4.8525
N 3.1537 4.5479 -4.1413
C 3.5180 3.6306 -3.2886
C 2.6254 2.9718 -2.3118
C 3.0648 1.9125 -1.5233
C 2.1691 1.2975 -0.6719
N 0.8881 1.6770 -0.5794
C 0.4729 2.7109 -1.3124
C 1.3093 3.3850 -2.1926
H 5.3286 2.6215 -2.8305
H 7.4873 3.5970 -4.5489
H 7.8190 5.2310 -6.3778
H 5.9493 6.5874 -7.2220
H 3.6739 6.3629 -6.2502
H 4.0718 1.5201 -1.5763
H 2.4480 0.4514 -0.0572
H -0.5620 2.9934 -1.1755
H 0.9390 4.2138 -2.7786
C -3.4748 -0.2224 -2.1236
C -3.2981 0.7799 -0.9634
C -4.1835 0.3191 0.1762
C -1.8280 0.8469 -0.5630
C -3.6800 2.1804 -1.4542
C -4.6476 2.9607 -0.8267
C -4.9416 4.2468 -1.2670
C -4.2761 4.7891 -2.3526
C -3.3214 4.0184 -3.0063
C -3.0325 2.7398 -2.5625
H -3.1932 -1.2226 -1.7824
H -2.8395 0.0329 -2.9737
H -4.5133 -0.2547 -2.4690
H -3.8258 -0.6528 0.5189
H -5.2313 0.2144 -0.1265
H -4.1326 1.0044 1.0181
H -1.3111 1.0602 -1.5138
H -5.1852 2.5686 0.0254
H -5.6969 4.8263 -0.7491
H -4.4937 5.7960 -2.6867
H -2.7965 4.4175 -3.8665
H -2.2813 2.1614 -3.0861
```



ORCA calculation (the ωB97M-V functional and the def2-TZVPD basis) on a gas-phase ion, C3H8NO2 (charge +1) at a distorted geometry.

Energy relative to the best compared isomer or geometry (same formula, charge and spin) in kcal/mol: 72.4
Maximum force in eV/Å: 4.714
Multiplicity: 1
Frontier orbital gap in eV: 11.43
Molecular weight in g/mol: 90.10
SMILES: [NH3+]C[C@]1(O)CO1
Total charge: +1

```
14
C3H8NO2 the ωB97M-V functional and the def2-TZVPD basis
N -0.0107 0.8260 1.5482
C -0.1386 -0.4230 0.8821
C -0.1477 -0.1288 -0.5705
O -1.4374 0.4706 -0.7422
C 0.7668 -0.7054 -1.6040
O 1.0847 0.5289 -0.9993
H 0.3284 0.8614 2.5800
H -0.9786 1.2603 1.4284
H 0.7307 1.4945 1.0513
H 0.7265 -1.0245 1.0600
H -0.9275 -1.2024 1.0176
H -1.9198 0.2628 -1.5421
H 1.4448 -1.5833 -1.4983
H 0.4783 -0.6372 -2.6114
```



ORCA calculation (the ωB97M-V functional and the def2-TZVPD basis) on 4 unconnected molecules or ions with the total composition C4H18N3O4 at a distorted geometry.

Maximum force in eV/Å: 4.031
Multiplicity: 2
Frontier orbital gap (alpha / beta) in eV: 10.18 / 4.50
Molecular weight in g/mol: 172.21
Total charge: +2

```
29
C4H18N3O4 the ωB97M-V functional and the def2-TZVPD basis
N -1.3086 1.2643 1.2360
C -0.4436 0.0422 1.3350
C 0.6445 0.0546 0.2473
N 1.5154 -1.0120 0.1684
C 1.0009 -2.3953 0.3808
C -0.1362 -3.0254 -0.4145
N -1.4678 -3.0718 0.2014
O 0.9566 1.1726 -0.0769
H -0.8836 2.1761 1.4780
H -2.1129 1.2220 1.8658
H -1.6066 1.2745 0.2586
H -1.1192 -0.8262 1.1508
H -0.0407 -0.0757 2.3636
H 2.3394 -0.8919 -0.4114
H 0.9173 -2.5214 1.4549
H 1.8745 -2.8918 -0.1131
H -0.1657 -2.7098 -1.4750
H 0.0805 -4.1311 -0.4974
H -2.1969 -2.8414 -0.4730
H -1.6327 -3.9332 0.7214
H 1.1525 4.3299 1.3636
H -0.5100 4.4000 1.0246
O 0.3367 3.9554 1.0729
H -3.2100 1.8478 -2.2967
H -2.1013 2.8211 -2.4968
O -2.3295 2.0558 -1.9615
H 3.8557 1.7633 -1.6023
H 3.4216 0.8248 -2.6903
O 3.1699 1.1225 -1.8146
```



ORCA calculation (the ωB97M-V functional and the def2-TZVPD basis) on a molecular structure, C42H49CaN4O4S.

Energy relative to the best compared isomer or geometry (same formula, charge and spin) in kcal/mol: 0.0
Maximum force in eV/Å: 0.420
Multiplicity: 1
Frontier orbital gap in eV: 4.19
Molecular weight in g/mol: 746.02
Total charge: -1

```
101
C42H49CaN4O4S the ωB97M-V functional and the def2-TZVPD basis
Ca -0.1068 0.8097 0.3267
C 1.2619 -3.0713 -2.3692
O 0.9616 -1.9750 -3.2240
C 1.6707 -1.8314 -4.3621
C 2.3520 -2.8579 -5.0005
C 3.0086 -2.6157 -6.2022
C 3.0024 -1.3526 -6.7670
C 2.3591 -0.3130 -6.1039
C 1.6971 -0.5330 -4.9084
N 1.0653 0.5246 -4.2177
C 1.1845 0.6571 -2.8422
N 2.4235 0.3387 -2.4003
C 2.8798 -0.2380 -1.1745
C 2.2279 -0.1297 0.0468
C 2.8717 -0.7923 1.1133
C 4.0607 -1.4882 0.9869
C 4.6809 -1.5806 -0.2588
C 4.0812 -0.9585 -1.3363
O 4.5860 -1.0123 -2.6260
C 5.7523 -1.7669 -2.8424
N 0.2134 1.0493 -2.0830
C -1.0607 1.3058 -2.6345
C -2.1458 0.5187 -2.2599
C -3.4275 0.8002 -2.7180
C -3.6389 1.8887 -3.5418
C -2.5764 2.7078 -3.9097
C -1.2961 2.4226 -3.4572
O -0.1922 3.1735 -3.7677
C -0.4049 4.3831 -4.4593
H 0.7357 -2.8748 -1.4389
H 2.3358 -3.1193 -2.1731
H 0.9127 -4.0152 -2.7963
H 2.3557 -3.8492 -4.5692
H 3.5250 -3.4296 -6.6960
H 3.5129 -1.1642 -7.7021
H 2.3810 0.6956 -6.4987
H 0.2691 0.9673 -4.6427
H 3.0794 0.1803 -3.1493
H 2.4120 -0.7671 2.1004
H 4.5122 -1.9747 1.8455
H 5.6032 -2.1328 -0.3754
H 5.9683 -1.6956 -3.9066
H 5.6046 -2.8177 -2.5735
H 6.5981 -1.3722 -2.2710
H -1.9776 -0.3054 -1.5728
H -4.2534 0.1781 -2.4024
H -4.6357 2.1236 -3.8933
H -2.7597 3.5676 -4.5385
H 0.5693 4.8592 -4.5409
H -1.0857 5.0398 -3.9106
H -0.8059 4.2114 -5.4634
C -0.1760 -2.6867 2.3792
C -1.6908 -2.9162 2.3848
C -2.1665 -3.3640 1.0005
C -2.4749 -1.7328 2.9250
C -3.0471 -1.8494 4.1745
C -3.8056 -0.8321 4.7645
C -4.0657 0.2940 3.9774
C -3.5279 0.4800 2.7180
C -4.0632 1.6265 1.8765
C -4.8103 1.0598 0.6640
C -3.0684 2.6941 1.4016
C -2.5668 -0.4821 2.1523
N -1.8280 -0.2303 1.1053
H 0.3580 -3.6025 2.0979
H 0.1765 -2.3770 3.3659
H 0.0801 -1.9044 1.6657
H -1.8835 -3.7488 3.0754
H -2.0460 -2.5401 0.2963
H -3.2218 -3.6473 1.0269
H -1.5881 -4.2290 0.6552
H -2.9027 -2.7838 4.7180
H -4.2534 -0.9529 5.7433
H -4.7362 1.0617 4.3647
H -4.7997 2.1431 2.5059
H -4.1149 0.4567 0.0790
H -5.2075 1.8601 0.0284
H -5.6358 0.4215 0.9858
H -2.4053 2.2703 0.6452
H -2.4564 3.0785 2.2196
H -3.6072 3.5369 0.9536
C 0.3756 -1.1932 6.4250
C 0.6170 -0.0953 5.4257
C -0.4313 0.3655 4.6338
C -0.2134 1.3581 3.6896
C 1.0573 1.9076 3.5637
C 2.1208 1.4506 4.3286
C 1.8894 0.4507 5.2606
S 1.3116 3.1891 2.3488
C 0.5614 4.5656 3.2279
O 0.3287 2.8926 1.2444
H -0.6909 -1.3951 6.5183
H 0.7766 -0.9320 7.4069
H 0.8623 -2.1163 6.1026
H -1.4267 -0.0469 4.7441
H -1.0397 1.6769 3.0685
H 3.1130 1.8637 4.1916
H 2.7117 0.0828 5.8642
H -0.4537 4.2954 3.5146
H 0.5512 5.4151 2.5465
H 1.1665 4.7927 4.1057
```



ORCA calculation (the ωB97M-V functional and the def2-TZVPD basis) on C5H14N2S in the gas phase at a distorted geometry.

Energy relative to the best compared isomer or geometry (same formula, charge and spin) in kcal/mol: 20.1
Maximum force in eV/Å: 1.475
Multiplicity: 1
Frontier orbital gap in eV: 9.30
Molecular weight in g/mol: 134.25
SMILES: CNC[C@@H](CS)NC

```
22
C5H14N2S the ωB97M-V functional and the def2-TZVPD basis
C 0.3350 -0.4660 3.0969
N -0.6573 -1.1517 2.2739
C -1.1032 -0.4163 1.1251
C -0.1719 -0.1764 -0.0885
C -0.4335 1.2262 -0.6953
S -0.6424 1.2492 -2.5039
N 1.2279 -0.4380 0.2237
C 2.0040 -1.0931 -0.8246
H 0.7910 -1.1858 3.7600
H 1.0671 0.1300 2.5323
H -0.1964 0.2693 3.7033
H -0.2720 -2.0268 1.9374
H -1.9999 -0.8855 0.7184
H -1.5604 0.5362 1.4347
H -0.3866 -0.8910 -0.8882
H 0.4018 1.8951 -0.5025
H -1.3218 1.6675 -0.2453
H -1.5448 0.2687 -2.5665
H 1.7183 0.3760 0.5729
H 1.4634 -1.9850 -1.1308
H 2.9495 -1.4249 -0.3788
H 2.2833 -0.4538 -1.6766
```



ORCA calculation (the ωB97M-V functional and the def2-TZVPD basis) on 2 unconnected molecules or ions with the total composition C3H9N2O3 at a distorted geometry.

Energy relative to the best compared isomer or geometry (same formula, charge and spin) in kcal/mol: 7.9
Maximum force in eV/Å: 1.265
Multiplicity: 1
Frontier orbital gap in eV: 8.41
Molecular weight in g/mol: 121.12
Total charge: -1

```
17
C3H9N2O3 the ωB97M-V functional and the def2-TZVPD basis
C -0.7808 -0.0420 -0.4866
O -0.4209 -1.3648 -0.2206
C -2.2382 -0.0409 -0.9174
N -2.7580 1.3283 -1.1050
H -0.6148 0.6420 0.3493
H -0.2452 0.3895 -1.3448
H 0.4624 -1.3941 0.3112
H -2.3780 -0.6026 -1.8521
H -2.9124 -0.5181 -0.1981
H -3.7610 1.4047 -1.1114
H -2.4185 1.7323 -1.9652
N 3.6218 -0.2226 1.8464
C 2.5500 -0.3822 0.9334
O 1.8288 -1.4003 1.1546
O 2.4438 0.4782 0.0506
H 4.1032 0.6557 1.8158
H 3.5180 -0.6631 2.7400
```



ORCA calculation (the ωB97M-V functional and the def2-TZVPD basis) on a molecular structure, C38H64IrN4P at a distorted geometry.

Maximum force in eV/Å: 3.595
Multiplicity: 1
Frontier orbital gap in eV: 5.59
Molecular weight in g/mol: 800.15
Total charge: +2

```
108
C38H64IrN4P the ωB97M-V functional and the def2-TZVPD basis
Ir 0.5285 -0.5623 0.7239
C 2.5456 -2.0077 -1.0820
C 2.0394 -3.1603 -0.2165
N 0.7298 -2.8509 0.3925
C -0.4273 -3.2833 -0.4137
C -1.6306 -2.4247 -0.0953
N -1.3710 -1.0267 -0.4669
C -1.3673 -0.8033 -1.9250
C -1.1467 0.6520 -2.2960
C 0.2998 1.0977 -2.2487
N 0.8245 1.2185 -0.8744
C 2.2439 1.6253 -0.8994
C 2.9802 1.2203 0.3622
N 2.8114 -0.2188 0.6340
C 3.5141 -1.1191 -0.3109
H 1.6927 -1.3976 -1.4043
H 3.0321 -2.3900 -1.9792
H 2.7483 -3.3447 0.5906
H 1.9655 -4.0746 -0.8080
H 0.6773 -3.3149 1.2946
H -0.6800 -4.3274 -0.2214
H -0.1661 -3.1980 -1.4680
H -1.8174 -2.4442 0.9801
H -2.5136 -2.8200 -0.6064
H -2.1248 -0.4532 -0.0749
H -2.3204 -1.1453 -2.3390
H -0.5801 -1.4092 -2.3802
H -1.7408 1.2912 -1.6396
H -1.5019 0.8023 -3.3163
H 0.9302 0.3880 -2.7920
H 0.3854 2.0600 -2.7632
H 0.2764 1.9461 -0.4110
H 2.3512 2.7037 -1.0370
H 2.7069 1.1408 -1.7606
H 2.5993 1.7696 1.2250
H 4.0357 1.4826 0.2449
H 3.1602 -0.3912 1.5723
H 4.2076 -1.7466 0.2486
H 4.1056 -0.5316 -1.0137
C -5.3774 0.2463 3.3096
C -4.0691 -0.2601 2.7071
C -2.9957 0.8199 2.7872
C -3.3966 2.1686 2.1635
C -4.8132 2.6035 2.5831
C -5.8690 1.4974 2.5854
P -2.9035 2.2782 0.3463
C -2.0537 3.9569 0.3882
C -2.9290 5.1414 0.8309
C -3.6853 5.7681 -0.3361
C -2.7304 6.2355 -1.4594
C -1.2909 5.7732 -1.2253
C -1.2497 4.2811 -0.8946
C -4.4570 2.2535 -0.7163
C -4.9164 0.7952 -0.8096
C -6.1831 0.6646 -1.6567
C -5.9852 1.2374 -3.0796
C -4.5935 1.8448 -3.2493
C -4.3049 2.8552 -2.1371
H -5.2155 0.4792 4.3662
H -6.1405 -0.5323 3.2605
H -4.2248 -0.5715 1.6691
H -3.7262 -1.1405 3.2580
H -2.0686 0.4678 2.3260
H -2.7774 0.9953 3.8469
H -2.7005 2.8997 2.5868
H -5.1625 3.4332 1.9657
H -4.7292 2.9870 3.6054
H -6.1740 1.2468 1.5676
H -6.7598 1.8808 3.0859
H -1.3327 3.7733 1.1942
H -2.2738 5.8967 1.2739
H -3.6234 4.8358 1.6120
H -4.2609 6.6143 0.0392
H -4.4050 5.0458 -0.7263
H -2.7406 7.3228 -1.5326
H -3.0769 5.8488 -2.4206
H -0.8386 6.3445 -0.4123
H -0.6982 5.9592 -2.1227
H -0.2031 3.9735 -0.7670
H -1.6332 3.7312 -1.7564
H -5.2071 2.8230 -0.1592
H -5.1128 0.3954 0.1809
H -4.1196 0.1873 -1.2566
H -7.0024 1.1822 -1.1541
H -6.4605 -0.3897 -1.7044
H -6.7276 2.0123 -3.2764
H -6.1356 0.4597 -3.8291
H -4.5290 2.3526 -4.2130
H -3.8384 1.0529 -3.2591
H -5.0121 3.6795 -2.2503
H -3.3141 3.2778 -2.2972
C 0.7461 2.8599 5.0726
C 0.6780 2.9469 3.6690
C 0.5025 1.8130 2.9250
C 0.3666 0.5427 3.5352
C 0.1513 -0.6290 2.7669
C -0.1242 -1.8071 3.4166
C -0.1020 -1.8923 4.8211
C 0.1785 -0.7863 5.5759
C 0.3975 0.4638 4.9517
C 0.6129 1.6478 5.6943
H 0.8941 3.7596 5.6539
H 0.7601 3.9132 3.1874
H 0.4275 1.8668 1.8387
H -0.3774 -2.7062 2.8626
H -0.3028 -2.8425 5.2972
H 0.2052 -0.8503 6.6560
H 0.6600 1.5794 6.7737
```



ORCA calculation (the ωB97M-V functional and the def2-TZVPD basis) on a gas-phase ion, C5H11N2 (charge +1) at a distorted geometry.

Energy relative to the best compared isomer or geometry (same formula, charge and spin) in kcal/mol: 59.9
Maximum force in eV/Å: 6.093
Multiplicity: 1
Frontier orbital gap in eV: 8.75
Molecular weight in g/mol: 99.16
SMILES: C=C/[NH+]=C\[C@@H](C)N
Total charge: +1

```
18
C5H11N2 the ωB97M-V functional and the def2-TZVPD basis
C -3.4114 0.1577 -0.0431
C -2.1472 0.3293 0.2740
N -1.2121 -0.9033 0.1770
C 0.1311 -1.0500 0.3395
C 1.0839 0.0947 0.4082
C 2.4438 -0.3144 -0.1675
N 0.5981 1.4850 0.0912
H -3.8698 -0.8226 -0.1240
H -4.1856 0.9042 -0.0137
H -1.5104 1.2039 0.3141
H -1.6588 -1.8273 0.0719
H 0.5396 -1.9403 -0.0523
H 1.3801 0.1059 1.4907
H 2.4721 -0.3098 -1.2643
H 2.6964 -1.3425 0.3552
H 3.3024 0.4751 0.1092
H 0.4316 1.5062 -0.9581
H 1.2646 2.1830 0.4946
```